Record 1
{"formula": "C3H12NO2", "method": "wB97M-V/def2-TZVPD", "species": ["C", "C", "C", "O", "N", "H", "H", "H", "H", "H", "H", "H", "H", "H", "H", "H", "H", "O"], "coordinates": [[-0.269, 0.276, -0.992], [0.793, -0.754, -0.706], [2.008, -0.540, -1.648], [1.246, -0.349, 0.583], [-1.265, 0.324, 0.188], [0.113, 1.308, -1.108], [-0.869, 0.145, -1.918], [0.388, -1.732, -0.977], [1.647, -0.233, -2.620], [2.520, -1.393, -1.986], [2.493, 0.308, -1.199], [1.943, -0.868, 0.938], [-0.775, 0.259, 1.077], [-1.823, -0.584, 0.313], [-1.899, 1.168, 0.111], [-1.750, 1.642, 3.257], [-2.570, 0.321, 3.660], [-1.930, 0.703, 3.025]], "charge": 1, "total_energy_ev": -8883.735, "homo_energy_ha": -0.5431}

Record 2
{"formula": "C5H10O", "method": "wB97M-V/def2-TZVPD", "species": ["C", "C", "C", "C", "C", "O", "H", "H", "H", "H", "H", "H", "H", "H", "H", "H"], "coordinates": [[-0.573, -0.289, 1.800], [-0.369, -0.962, 0.442], [0.251, -0.046, -0.603], [-0.699, 0.768, -1.458], [1.640, 0.391, -0.424], [1.314, -0.620, -1.365], [-1.268, 0.556, 1.739], [0.376, 0.089, 2.199], [-0.979, -1.003, 2.524], [-1.330, -1.336, 0.068], [0.289, -1.831, 0.553], [-0.981, 0.169, -2.331], [-1.612, 1.031, -0.914], [-0.232, 1.689, -1.820], [2.215, 0.050, 0.438], [1.960, 1.343, -0.849]], "smiles": "CC[C@@]1(C)CO1", "charge": 0, "total_energy_ev": -7393.617, "homo_energy_ha": -0.3700}

Record 3
{"formula": "C17H40BN10O18", "method": "wB97M-V/def2-TZVPD", "species": ["C", "C", "O", "C", "N", "C", "C", "O", "C", "C", "C", "N", "N", "C", "C", "B", "O", "O", "H", "H", "H", "H", "H", "H", "H", "H", "H", "H", "H", "H", "H", "H", "H", "H", "H", "H", "H", "C", "N", "O", "O", "H", "H", "H", "C", "N", "O", "O", "H", "H", "H", "C", "N", "O", "O", "H", "H", "H", "C", "N", "O", "O", "H", "H", "H", "C", "N", "O", "O", "H", "H", "H", "C", "N", "O", "O", "H", "H", "H", "C", "N", "O", "O", "H", "H", "H"], "coordinates": [[2.394, 0.810, 2.011], [1.798, -0.374, 1.253], [1.898, -1.562, 2.067], [0.327, -0.159, 0.877], [-0.085, -0.620, -0.444], [0.256, -1.984, -0.773], [-0.743, -2.562, -1.788], [-2.045, -1.983, -1.595], [-2.633, -2.171, -0.426], [-2.462, -3.235, 0.423], [-3.211, -3.274, 1.604], [-4.057, -2.346, 1.983], [-4.163, -1.330, 1.132], [-3.550, -1.153, -0.025], [-3.807, 0.077, -0.815], [-3.548, 1.425, 0.006], [-4.014, 2.632, -0.412], [-2.880, 1.316, 1.184], [3.465, 0.870, 1.808], [2.289, 0.648, 3.081], [1.956, 1.760, 1.717], [2.383, -0.530, 0.342], [2.616, -2.106, 1.736], [0.105, 0.906, 0.915], [-0.299, -0.643, 1.636], [0.260, 0.040, -1.134], [1.257, -2.122, -1.201], [0.228, -2.567, 0.151], [-0.781, -3.652, -1.736], [-0.486, -2.303, -2.810], [-1.782, -4.044, 0.206], [-3.113, -4.118, 2.274], [-4.788, -0.600, 1.459], [-4.820, 0.058, -1.227], [-3.111, 0.066, -1.654], [-4.115, 2.730, -1.362], [-2.635, 2.178, 1.541], [1.939, 2.821, -3.784], [1.947, 1.923, -2.604], [3.005, 1.551, -2.155], [0.859, 1.613, -2.134], [2.964, 3.014, -4.075], [1.403, 2.317, -4.579], [1.430, 3.731, -3.478], [-0.443, -2.922, 4.070], [-0.532, -3.646, 5.368], [0.494, -4.035, 5.874], [-1.650, -3.800, 5.820], [0.593, -2.852, 3.762], [-1.028, -3.494, 3.358], [-0.876, -1.936, 4.218], [2.233, 0.932, -8.353], [2.231, 1.545, -7.001], [2.387, 2.744, -6.908], [2.067, 0.803, -6.044], [2.372, 1.727, -9.075], [3.039, 0.207, -8.385], [1.279, 0.433, -8.482], [1.932, -3.628, -6.938], [2.195, -2.460, -7.822], [1.285, -2.048, -8.512], [3.315, -1.997, -7.792], [0.900, -3.929, -7.074], [2.624, -4.412, -7.230], [2.136, -3.306, -5.921], [-6.952, -3.652, 1.356], [-8.183, -4.333, 0.861], [-8.663, -3.929, -0.178], [-8.607, -5.243, 1.535], [-6.708, -2.874, 0.641], [-7.166, -3.247, 2.340], [-6.171, -4.403, 1.422], [4.606, 4.247, 3.721], [3.251, 3.784, 3.317], [2.609, 3.135, 4.116], [2.872, 4.086, 2.202], [4.792, 3.907, 4.730], [5.310, 3.823, 3.011], [4.607, 5.330, 3.664], [3.766, 7.269, 7.860], [3.697, 6.470, 6.606], [2.646, 6.435, 6.004], [4.712, 5.897, 6.261], [2.793, 7.714, 8.030], [4.047, 6.589, 8.658], [4.537, 8.020, 7.718]], "charge": 1, "total_energy_ev": -70686.420, "homo_energy_ha": -0.4194}

Record 4
{"formula": "C3H6N2O3", "method": "wB97M-V/def2-TZVPD", "species": ["H", "N", "C", "C", "O", "C", "O", "N", "O", "H", "H", "H", "H", "H"], "coordinates": [[-2.089, 1.097, -0.637], [-1.206, 1.538, -0.481], [-0.621, 0.682, 0.295], [0.843, 0.904, 0.549], [1.703, 0.763, -0.578], [1.847, -0.615, -0.651], [1.295, -1.467, 0.231], [-1.066, -0.670, 0.492], [-1.983, -1.026, -0.627], [0.913, 0.192, 1.296], [0.980, 1.928, 1.106], [2.654, -0.816, -1.366], [-0.297, -1.467, 0.546], [-2.972, -1.042, -0.176]], "smiles": "[H]/N=C(/COC=O)NO", "charge": 0, "total_energy_ev": -12326.184, "homo_energy_ha": -0.3410}

Record 5
{"formula": "C27H33F3O3", "method": "wB97M-V/def2-TZVPD", "species": ["F", "C", "C", "C", "C", "C", "C", "H", "H", "H", "H", "H", "F", "C", "C", "C", "C", "C", "C", "H", "H", "H", "H", "H", "F", "C", "C", "C", "C", "C", "C", "H", "H", "H", "H", "H", "C", "C", "C", "O", "H", "H", "H", "H", "H", "H", "C", "C", "C", "O", "H", "H", "H", "H", "H", "H", "C", "C", "C", "O", "H", "H", "H", "H", "H", "H"], "coordinates": [[-1.667, -7.843, 2.127], [-1.504, -9.039, 2.718], [-2.545, -9.781, 3.192], [-2.335, -11.009, 3.830], [-1.061, -11.484, 3.821], [0.023, -10.828, 3.192], [-0.221, -9.556, 2.756], [-3.550, -9.385, 3.192], [-3.098, -11.588, 4.329], [-0.943, -12.503, 4.157], [1.010, -11.258, 3.120], [0.644, -9.003, 2.421], [5.719, -3.526, -2.859], [6.875, -4.041, -3.301], [7.940, -3.177, -3.697], [9.176, -3.683, -4.101], [9.373, -5.115, -4.129], [8.333, -5.939, -3.662], [7.053, -5.393, -3.376], [7.721, -2.123, -3.610], [9.953, -2.982, -4.366], [10.300, -5.605, -4.390], [8.480, -7.009, -3.640], [6.286, -5.998, -2.918], [-0.677, 7.829, -9.506], [-0.205, 6.810, -8.869], [-0.706, 6.509, -7.621], [-0.341, 5.328, -6.983], [0.502, 4.411, -7.589], [1.016, 4.710, -8.856], [0.662, 5.923, -9.507], [-1.520, 7.077, -7.196], [-0.743, 5.052, -6.019], [0.693, 3.484, -7.069], [1.559, 3.900, -9.321], [1.008, 6.177, -10.498], [-6.716, 9.722, 1.089], [-5.566, 8.971, 0.332], [-5.187, 7.546, 0.786], [-5.002, 9.574, -0.544], [-6.614, 9.700, 2.174], [-7.651, 9.176, 0.964], [-6.896, 10.731, 0.718], [-4.159, 7.716, 1.105], [-5.456, 6.749, 0.092], [-5.613, 7.310, 1.761], [-1.691, -0.076, -0.438], [-1.091, 0.235, 0.891], [-0.502, -0.979, 1.616], [-1.247, 1.325, 1.414], [-2.248, -1.013, -0.447], [-0.904, -0.108, -1.191], [-2.332, 0.768, -0.695], [-1.365, -1.645, 1.594], [-0.304, -0.741, 2.661], [0.361, -1.433, 1.129], [-2.066, 2.563, 7.965], [-1.327, 2.148, 9.277], [-0.390, 3.192, 9.777], [-1.649, 1.062, 9.779], [-2.586, 1.711, 7.527], [-1.408, 3.017, 7.224], [-2.887, 3.261, 8.127], [-0.136, 2.896, 10.795], [-0.965, 4.117, 9.732], [0.387, 3.160, 9.013]], "smiles": "Fc1ccccc1.Fc1ccccc1.Fc1ccccc1.CC(C)=O.CC(C)=O.CC(C)=O", "charge": 0, "total_energy_ev": -42826.762, "homo_energy_ha": -0.3383}

Record 6
{"formula": "C31H42BrN6O5Ru", "method": "wB97M-V/def2-TZVPD", "species": ["Ru", "N", "C", "C", "O", "O", "H", "H", "H", "H", "C", "C", "C", "C", "C", "C", "C", "C", "C", "C", "C", "C", "N", "C", "C", "C", "C", "C", "N", "C", "C", "C", "C", "H", "H", "H", "H", "H", "H", "H", "H", "H", "H", "H", "H", "H", "H", "H", "H", "H", "H", "H", "H", "H", "H", "H", "H", "H", "H", "H", "H", "H", "Br", "C", "C", "C", "C", "C", "N", "C", "O", "O", "H", "H", "H", "C", "N", "C", "N", "O", "H", "H", "H", "H", "H", "H"], "coordinates": [[0.635, -0.039, -0.168], [0.196, 1.702, -1.683], [-0.260, 2.961, -1.129], [-0.510, 2.882, 0.378], [-0.851, 3.917, 0.941], [-0.322, 1.724, 0.888], [1.156, 1.686, -2.016], [-0.418, 1.287, -2.371], [-1.191, 3.285, -1.570], [0.472, 3.755, -1.268], [-4.561, 0.958, -2.486], [-3.505, 1.715, -1.667], [-3.684, 3.223, -1.913], [-3.580, 1.392, -0.184], [-4.586, 1.993, 0.566], [-4.685, 1.798, 1.929], [-3.747, 1.015, 2.580], [-2.717, 0.403, 1.881], [-1.726, -0.467, 2.618], [-1.242, 0.189, 3.908], [-2.318, -1.853, 2.891], [-2.652, 0.562, 0.484], [-1.670, -0.194, -0.240], [-2.105, -1.084, -1.082], [-1.273, -1.878, -1.823], [-1.674, -2.831, -2.773], [-0.514, -3.412, -3.222], [0.564, -2.818, -2.504], [0.095, -1.866, -1.666], [2.007, -3.228, -2.741], [2.783, -3.234, -1.435], [2.073, -4.632, -3.352], [2.611, -2.208, -3.726], [-4.519, 1.274, -3.531], [-5.561, 1.171, -2.100], [-4.409, -0.121, -2.455], [-2.523, 1.416, -2.029], [-4.738, 3.502, -1.851], [-3.335, 3.489, -2.914], [-3.143, 3.819, -1.176], [-5.314, 2.628, 0.071], [-5.487, 2.269, 2.486], [-3.827, 0.870, 3.651], [-0.867, -0.592, 1.975], [-2.055, 0.299, 4.631], [-0.830, 1.177, 3.691], [-0.474, -0.435, 4.370], [-3.157, -1.776, 3.589], [-1.564, -2.512, 3.333], [-2.682, -2.318, 1.970], [-3.172, -1.254, -1.189], [-2.696, -3.031, -3.068], [-0.426, -4.196, -3.958], [2.454, -4.062, -0.797], [2.606, -2.312, -0.915], [3.857, -3.339, -1.621], [1.499, -5.344, -2.753], [3.114, -4.963, -3.371], [1.695, -4.651, -4.377], [2.573, -1.203, -3.308], [2.051, -2.213, -4.665], [3.654, -2.461, -3.943], [1.373, -2.261, 2.388], [2.942, -1.463, 1.690], [4.126, -1.470, 2.394], [5.210, -0.830, 1.807], [5.067, -0.243, 0.561], [3.835, -0.298, -0.053], [2.791, -0.905, 0.502], [3.552, 0.361, -1.375], [4.490, 0.763, -2.038], [2.295, 0.408, -1.675], [4.196, -1.957, 3.357], [6.156, -0.785, 2.332], [5.875, 0.267, 0.055], [2.093, 1.522, 4.344], [1.941, 2.632, 3.423], [2.097, 2.453, 2.090], [2.200, 3.589, 1.330], [2.253, 1.328, 1.604], [2.204, 1.914, 5.353], [2.986, 0.955, 4.082], [1.245, 0.841, 4.314], [1.679, 3.534, 3.776], [1.671, 4.401, 1.606], [2.197, 3.408, 0.341]], "charge": 0, "total_energy_ev": -124631.532, "spin_multiplicity": 2, "homo_energy_ha": [-0.2786, -0.2797]}